Formula: C3H7N2P
Source: the OMol25 dataset
Level of theory: ωB97M-V with the def2-TZVPD basis set

Structure (XYZ):
```
13
Properties=species:S:1:pos:R:3:lowdin_charge:R:1
P 1.62 0.19 1.93 0.75
C -1.43 0.75 0.02 -0.18
H -1.54 -0.81 -1.49 0.10
H 2.67 0.69 1.03 -0.12
N 0.39 -0.15 0.89 -0.53
H 1.29 0.21 -1.18 0.12
C 0.46 -0.47 -0.70 -0.16
H -0.52 0.67 -2.09 0.14
H -2.32 1.39 -0.06 0.11
H 0.72 -1.58 -0.72 0.11
C -0.89 0.01 -1.18 -0.20
H 2.09 -1.15 1.79 -0.12
N -0.80 0.55 1.11 -0.03
```

Relative energy (zero: lowest compared OMol25 entry of this formula, charge and spin) ... 0.2678 eV
Gap between HOMO and LUMO ... 0.34819 Ha
Total charge ... 0
SMILES ... PN1CCC=N1
LUMO energy ... 0.92 eV
Energy ... -569.28169 Ha